(1)
Entry from the Open Molecules 2025 dataset: a cluster of 2 separate species, C10H10N2O2 in total in a non-equilibrium geometry (the ωB97M-V functional and the def2-TZVPD basis).

Values from the calculation:
SMILES string = O=c1cc[nH]c(=O)[nH]1.c1ccccc1
Max |F| = 0.0301 hartree/bohr
Total charge = 0
Frontier orbital gap = 9.929 eV
HOMO energy = -9.37 eV

Geometry (Å):
O -1.34 2.30 -1.25
C -1.65 1.26 -0.70
C -2.29 1.15 0.60
C -2.54 -0.05 1.12
N -2.20 -1.20 0.45
C -1.56 -1.22 -0.77
O -1.22 -2.26 -1.30
N -1.38 0.04 -1.31
H -2.51 2.08 1.06
H -2.96 -0.22 2.10
H -2.29 -2.11 0.87
H -0.95 0.07 -2.23
C 1.44 -0.05 1.43
C 1.61 1.20 0.82
C 2.13 1.26 -0.50
C 2.39 0.08 -1.18
C 2.16 -1.16 -0.59
C 1.72 -1.22 0.71
H 1.08 -0.11 2.43
H 1.38 2.11 1.35
H 2.30 2.21 -0.99
H 2.75 0.12 -2.21
H 2.32 -2.10 -1.13
H 1.60 -2.19 1.21


(2)
Entry from the Open Molecules 2025 dataset: a structure of composition C10H10N2O2 in a non-equilibrium geometry (the ωB97M-V functional and the def2-TZVPD basis).

Values from the calculation:
Max |F| = 0.0803 hartree/bohr
Total charge = 0
Frontier orbital gap = 7.948 eV
HOMO energy = -7.89 eV

Geometry (Å):
C -3.49 -0.85 0.07
C -3.05 0.21 0.84
C -2.58 -1.56 -0.69
C -1.71 0.55 0.88
C -1.24 -1.22 -0.69
C -0.79 -0.17 0.11
C 2.39 1.61 -0.23
C 1.10 1.38 0.01
C 2.92 -0.80 0.13
C 3.41 0.52 -0.40
N 0.54 0.16 0.22
N 1.63 -1.16 -0.26
O 3.59 -1.58 0.77
O 1.19 -2.29 0.33
H -4.54 -1.13 0.07
H -3.75 0.79 1.42
H -2.92 -2.39 -1.30
H -1.37 1.36 1.49
H -0.54 -1.78 -1.29
H 2.76 2.62 -0.32
H 0.40 2.20 0.09
H 3.65 0.39 -1.46
H 4.33 0.76 0.13
H 1.78 -2.48 1.10


(3)
Entry from the Open Molecules 2025 dataset: a cluster of 2 separate species, C10H10N2O2 in total in a non-equilibrium geometry (the ωB97M-V functional and the def2-TZVPD basis).

Values from the calculation:
SMILES string = O=c1cc[nH]c(=O)[nH]1.c1ccccc1
Max |F| = 0.0911 hartree/bohr
Total charge = 0
Frontier orbital gap = 8.975 eV
HOMO energy = -8.48 eV

Geometry (Å):
O 0.07 0.72 0.72
C -0.17 -0.37 1.23
C -1.08 -1.38 0.58
C -1.37 -2.55 1.24
N -0.90 -2.84 2.51
C -0.27 -1.80 3.30
O -0.17 -1.77 4.55
N 0.24 -0.75 2.54
H -1.48 -1.05 -0.36
H -1.99 -3.33 0.76
H -1.20 -3.58 3.03
H 0.71 0.02 2.96
C -0.49 2.02 -2.67
C 0.46 2.91 -2.07
C 1.49 2.43 -1.37
C 1.61 1.10 -1.01
C 0.77 0.20 -1.67
C -0.27 0.65 -2.47
H -1.30 2.52 -3.10
H 0.48 3.98 -2.32
H 2.17 3.12 -1.01
H 2.53 0.70 -0.58
H 0.98 -0.88 -1.71
H -0.84 -0.07 -3.08


(4)
Entry from the Open Molecules 2025 dataset: an isolated molecule of C10H10N2OS in a non-equilibrium geometry (the ωB97M-V functional and the def2-TZVPD basis).

Values from the calculation:
SMILES string = C[C@@H](O)[C@H]1c2sccc2-c2cncn21
Max |F| = 0.0953 hartree/bohr
Total charge = 0
Frontier orbital gap = 7.986 eV
HOMO energy = -7.52 eV

Geometry (Å):
C -2.09 -2.28 0.52
C -1.03 -1.51 -0.32
O -1.45 -0.73 -1.35
C -0.23 -0.46 0.67
C 1.17 -0.36 0.28
S 2.48 -1.45 0.36
C 3.62 -0.16 -0.15
C 2.95 1.04 -0.30
C 1.57 0.93 -0.05
C 0.37 1.72 0.04
C -0.15 2.98 -0.22
N -1.49 2.92 0.02
C -1.68 1.66 0.43
N -0.62 0.88 0.38
H -2.95 -1.70 0.77
H -1.64 -2.83 1.32
H -2.35 -3.21 -0.05
H -0.26 -2.22 -0.65
H -1.54 -1.09 -2.27
H -0.45 -0.73 1.74
H 4.60 -0.24 -0.51
H 3.41 2.00 -0.50
H 0.48 3.68 -0.68
H -2.71 1.16 0.52


(5)
Entry from the Open Molecules 2025 dataset: the ion C10H10N3O with charge +1 in a non-equilibrium geometry (the ωB97M-V functional and the def2-TZVPD basis).

Values from the calculation:
SMILES string = C=C1N=c2ccc(/N=C/O)c[n+]2=C1C
Max |F| = 0.0695 hartree/bohr
Total charge = +1
Frontier orbital gap = 6.335 eV
HOMO energy = -11.89 eV

Geometry (Å):
C 3.74 -1.20 0.38
C 2.57 -0.49 0.28
N 2.58 0.88 0.13
C 1.35 1.22 0.14
C 0.84 2.55 0.21
C -0.52 2.69 0.09
C -1.43 1.48 -0.03
N -2.75 1.57 0.02
C -3.69 1.97 -0.71
O -4.93 2.08 -0.26
C -0.87 0.25 0.18
N 0.46 0.11 0.16
C 1.18 -0.98 0.33
C 0.80 -2.35 0.61
H 4.73 -0.93 0.15
H 3.94 -2.17 0.74
H 1.40 3.49 0.36
H -1.17 3.55 0.13
H -3.42 2.15 -1.85
H -5.54 1.65 -0.82
H -1.58 -0.48 0.35
H -0.11 -2.35 1.44
H 1.65 -3.08 0.84
H 0.26 -2.67 -0.35


(6)
Entry from the Open Molecules 2025 dataset: the ion C10H10N3S2 with charge -1 in a non-equilibrium geometry (the ωB97M-V functional and the def2-TZVPD basis).

Values from the calculation:
Max |F| = 0.0938 hartree/bohr
Total charge = -1
Frontier orbital gap = 6.433 eV
HOMO energy = -3.50 eV

Geometry (Å):
C -2.93 -0.74 0.11
C -2.73 0.59 0.56
C -1.77 -1.52 -0.21
C -1.44 1.10 0.66
C -0.55 -0.92 -0.28
C -0.32 0.41 0.16
C 4.51 -1.35 0.08
C 2.57 -0.62 -0.89
C 2.30 0.40 0.15
C 0.93 1.19 -0.09
N 5.07 -0.27 0.47
N 3.43 1.36 0.19
N 4.63 0.97 0.19
S 5.83 2.12 -0.09
S 4.47 -2.96 0.15
H -3.84 -1.23 -0.19
H -3.48 1.18 1.03
H -2.04 -2.46 -0.76
H -1.43 1.99 1.32
H 0.17 -1.38 -0.85
H 3.07 -0.05 -1.77
H 2.17 -1.60 -1.03
H 2.01 -0.08 1.05
H 0.88 1.71 -1.13
H 0.91 2.16 0.58


(7)
Entry from the Open Molecules 2025 dataset: an isolated molecule of C10H10O in a non-equilibrium geometry (the ωB97M-V functional and the def2-TZVPD basis).

Values from the calculation:
Max |F| = 0.0970 hartree/bohr
Total charge = 0
Frontier orbital gap (alpha / beta) = 5.276 / 4.338 eV
HOMO energy (alpha / beta) = -6.45 / -6.12 eV

Geometry (Å):
C 2.62 -1.39 1.16
C 2.09 -1.77 -0.12
C 1.67 -0.82 1.95
C 0.76 -1.90 -0.13
C -0.09 -2.01 1.02
C 0.25 -0.88 1.74
C -0.16 -1.27 -1.14
C -0.23 0.25 -0.79
C -0.92 0.73 0.56
C -2.26 1.32 0.60
O -0.62 0.17 1.74
H 3.69 -1.34 1.23
H 2.62 -1.47 -1.06
H 1.97 -0.24 2.91
H 0.22 -1.23 -2.22
H -1.25 -1.60 -0.96
H 0.89 0.46 -0.79
H -0.80 0.85 -1.54
H -2.41 2.07 -0.22
H -2.32 1.78 1.55
H -3.09 0.64 0.55


(8)
Entry from the Open Molecules 2025 dataset: an isolated molecule of C10H10O2 in a non-equilibrium geometry (the ωB97M-V functional and the def2-TZVPD basis).

Values from the calculation:
SMILES string = C=C(C)C(=O)Oc1ccccc1
Max |F| = 0.1755 hartree/bohr
Total charge = 0
Frontier orbital gap = 8.751 eV
HOMO energy = -9.00 eV

Geometry (Å):
C -3.01 -1.05 1.12
C -2.53 -0.24 -0.05
C -3.67 0.62 -0.84
C -1.16 0.35 -0.02
O -0.88 1.51 -0.33
O -0.27 -0.64 0.38
C 1.09 -0.37 -0.06
C 2.02 -1.32 -0.41
C 3.35 -0.96 -0.53
C 3.91 0.21 -0.11
C 3.06 1.19 0.68
C 1.71 0.92 0.60
H -2.29 -1.47 1.82
H -4.00 -1.69 1.00
H -3.65 1.51 -0.45
H -3.55 0.44 -1.97
H -4.73 0.19 -0.53
H 1.35 -2.17 -0.81
H 4.01 -1.68 -1.21
H 4.89 0.57 -0.28
H 3.10 2.33 0.95
H 1.24 1.73 1.07


(9)
Entry from the Open Molecules 2025 dataset: an isolated molecule of C10H10O2S2 in a non-equilibrium geometry (the ωB97M-V functional and the def2-TZVPD basis).

Values from the calculation:
SMILES string = O=S1(=O)CCC=C1[C@H]1C=CC=CC1=S
Max |F| = 0.0543 hartree/bohr
Total charge = 0
Frontier orbital gap = 7.404 eV
HOMO energy = -8.41 eV

Geometry (Å):
O 0.66 0.62 -1.94
S 1.25 0.59 -0.63
O 1.50 1.84 0.03
C 2.77 -0.44 -0.63
C 2.30 -1.84 -0.27
C 0.98 -1.73 0.42
C 0.33 -0.57 0.39
C -1.18 -0.47 0.82
C -1.07 0.85 1.55
C -1.36 2.00 0.92
C -1.96 1.96 -0.38
C -2.43 0.80 -0.91
C -2.34 -0.44 -0.22
S -3.63 -1.53 -0.44
H 3.42 -0.02 0.14
H 3.25 -0.38 -1.60
H 3.02 -2.38 0.35
H 2.13 -2.44 -1.17
H 0.57 -2.62 0.88
H -1.36 -1.30 1.50
H -0.57 0.82 2.50
H -1.15 2.95 1.38
H -2.11 2.89 -0.89
H -3.02 0.84 -1.82


(10)
Entry from the Open Molecules 2025 dataset: a cluster of 2 separate species, C10H10O2S2 in total in a non-equilibrium geometry (the ωB97M-V functional and the def2-TZVPD basis).

Values from the calculation:
Max |F| = 0.0585 hartree/bohr
Total charge = 0
Frontier orbital gap (alpha / beta) = 7.113 / 5.558 eV
HOMO energy (alpha / beta) = -8.12 / -6.84 eV

Geometry (Å):
C 2.96 -2.14 -0.33
C -1.17 3.25 0.22
C 1.98 -1.73 -1.19
C -1.27 2.09 -0.59
C 2.85 -1.31 0.75
C 0.07 3.11 0.83
C 1.31 -0.67 -0.59
C -0.16 1.35 -0.48
C -2.61 -1.78 1.46
C 0.22 0.11 -1.09
O 1.85 -0.43 0.65
O 0.68 2.01 0.38
S -0.31 -0.25 -2.74
S -1.93 -1.31 -0.15
H 3.70 -2.95 -0.38
H -1.86 4.02 0.45
H 1.73 -2.28 -2.13
H -2.07 1.75 -1.11
H 3.39 -1.59 1.69
H 0.70 3.86 1.25
H -3.53 -1.34 1.36
H -2.24 -1.23 2.38
H -2.71 -2.91 1.74
H -1.60 0.39 -2.39